[1]
{"formula": "C19H19N5O4Ti", "method": "wB97M-V/def2-TZVPD", "multiplicity": 3, "de_lowest_kcal_mol": 1.1, "energy_ha": -2159.65539, "s_squared": 2.0293, "symbols": ["Ti", "C", "C", "N", "O", "C", "C", "N", "O", "H", "H", "H", "H", "H", "H", "H", "O", "C", "O", "C", "C", "C", "C", "C", "C", "C", "C", "C", "N", "H", "H", "H", "H", "H", "H", "N", "C", "C", "C", "N", "C", "C", "H", "H", "H", "H", "H", "H"], "coordinates": [[-0.0295, -0.0871, -0.0136], [-0.9245, 3.2307, 2.8399], [-0.9059, 2.1857, 1.7773], [0.1647, 1.5940, 1.3641], [1.3141, 1.9538, 2.0399], [-2.1219, 1.7455, 1.0876], [-3.4442, 2.4306, 1.1263], [-1.8588, 0.7193, 0.3383], [-2.6196, 0.1548, -0.5293], [-0.1109, 3.0812, 3.5448], [-1.8781, 3.2203, 3.3644], [-0.7991, 4.2175, 2.3877], [2.0182, 1.5377, 1.5223], [-3.3322, 3.5125, 1.1955], [-4.0466, 2.0992, 1.9755], [-3.9876, 2.1840, 0.2150], [3.2309, 0.2446, -2.1696], [2.4339, 0.0866, -1.2673], [1.1935, 0.5962, -1.2818], [2.7256, -0.6518, -0.0284], [4.0055, -1.1207, 0.2773], [4.2541, -1.7214, 1.4823], [3.1877, -1.8549, 2.4394], [3.3572, -2.4341, 3.7013], [2.3037, -2.5483, 4.5904], [1.0417, -2.0846, 4.2290], [0.8437, -1.5082, 2.9880], [1.9046, -1.3744, 2.0818], [1.6724, -0.8048, 0.8544], [4.7761, -0.9714, -0.4668], [5.2410, -2.0823, 1.7398], [4.3415, -2.7965, 3.9741], [2.4586, -3.0001, 5.5611], [0.2110, -2.1753, 4.9168], [-0.1438, -1.1446, 2.7115], [-1.0721, -5.7017, -2.8937], [-0.8637, -4.5177, -2.2660], [0.0787, -4.3909, -1.2374], [0.2659, -3.1672, -0.6438], [-0.4147, -2.0616, -0.9886], [-1.3188, -2.1840, -1.9755], [-1.5709, -3.3640, -2.6295], [-0.6191, -6.5364, -2.5721], [-1.8030, -5.7978, -3.5733], [0.6658, -5.2392, -0.9122], [0.9991, -3.0500, 0.1434], [-1.8686, -1.2863, -2.2225], [-2.3102, -3.3926, -3.4186]], "forces_ev_per_angstrom": [[-0.1, -0.4, -0.6], [0.0, 0.0, 0.0], [0.1, -0.1, 0.0], [-0.1, 0.3, 0.3], [0.1, 0.1, -0.1], [0.0, -0.1, -0.1], [0.0, 0.0, 0.0], [-0.3, 0.1, 0.1], [-0.1, 0.0, 0.0], [0.0, 0.0, 0.0], [0.0, 0.0, 0.0], [0.0, 0.0, 0.0], [0.0, -0.1, 0.1], [0.0, 0.0, 0.0], [0.0, 0.0, 0.0], [0.0, 0.0, 0.0], [0.0, 0.0, 0.1], [0.2, 0.0, -0.2], [-0.2, -0.1, 0.2], [0.3, 0.0, 0.0], [0.0, 0.0, 0.0], [0.0, 0.0, 0.0], [0.0, 0.0, 0.0], [0.0, 0.0, 0.0], [0.0, 0.0, 0.0], [0.0, 0.0, 0.0], [0.0, 0.0, 0.0], [-0.1, -0.1, 0.2], [0.2, 0.2, -0.1], [0.0, 0.0, 0.0], [0.0, 0.0, 0.0], [0.0, 0.0, 0.0], [0.0, 0.0, 0.0], [0.0, 0.0, 0.0], [0.0, 0.0, 0.0], [0.0, 0.0, 0.0], [0.0, 0.0, 0.0], [0.0, 0.0, 0.0], [0.0, 0.0, 0.0], [-0.1, 0.1, 0.1], [0.0, 0.0, 0.0], [0.0, 0.0, 0.0], [0.0, 0.0, 0.0], [0.0, 0.0, 0.0], [0.0, 0.0, 0.0], [0.0, 0.0, 0.0], [0.0, 0.0, 0.0], [0.0, 0.0, 0.0]], "nbo_charge": [1.61, -0.68, 0.27, -0.20, -0.54, 0.09, -0.67, -0.14, -0.54, 0.26, 0.23, 0.25, 0.50, 0.22, 0.23, 0.25, -0.61, 0.71, -0.77, -0.02, -0.19, -0.24, -0.10, -0.19, -0.24, -0.20, -0.27, 0.25, -0.70, 0.24, 0.21, 0.21, 0.21, 0.21, 0.20, -0.77, 0.24, -0.31, 0.09, -0.57, 0.10, -0.31, 0.40, 0.40, 0.22, 0.22, 0.24, 0.22]}



[2]
{"formula": "C4H7NO", "method": "wB97M-V/def2-TZVPD", "de_lowest_kcal_mol": 119.4, "energy_ha": -286.44138, "symbols": ["C", "O", "C", "C", "N", "C", "H", "H", "H", "H", "H", "H", "H"], "coordinates": [[-1.0110, -0.4837, 0.3047], [-0.0236, -1.2362, -0.3857], [1.3001, -0.8317, -0.0103], [1.2954, 0.6517, 0.2748], [0.4398, 1.2122, -0.6807], [-0.7801, 1.0195, 0.0812], [-0.9693, -0.7025, 1.3758], [-1.9645, -0.8251, -0.0886], [1.6182, -1.3979, 0.8661], [1.9692, -1.0708, -0.8438], [-0.6234, 1.5387, 1.0247], [0.3202, 0.5960, -1.4944], [-1.5712, 1.5298, -0.4237]], "forces_ev_per_angstrom": [[-0.1, -0.3, 0.1], [0.1, -0.1, -0.2], [-0.1, -0.1, 0.2], [0.3, 0.0, -0.5], [1.1, -0.2, -0.4], [-0.6, 0.7, 0.9], [0.0, -0.1, 0.1], [-0.1, 0.0, 0.0], [0.1, 0.0, 0.1], [0.1, 0.0, 0.0], [-0.2, -0.1, 0.3], [0.1, 0.0, 0.0], [-0.7, 0.1, -0.5]], "nbo_charge": [-0.10, -0.52, -0.26, 0.24, -0.64, -0.29, 0.17, 0.20, 0.19, 0.22, 0.23, 0.34, 0.22]}



[3]
{"formula": "C18H13CdN2S2", "method": "wB97M-V/def2-TZVPD", "total_charge": -1, "energy_ha": -1767.41635, "symbols": ["Cd", "S", "C", "C", "C", "C", "C", "C", "S", "H", "H", "H", "H", "C", "C", "C", "C", "C", "C", "N", "N", "C", "C", "C", "C", "C", "C", "H", "H", "H", "H", "H", "H", "H", "H", "H"], "coordinates": [[0.4938, 0.0333, -0.0537], [3.0335, 0.1461, 0.1727], [3.2845, 1.8857, 0.0665], [4.6113, 2.3475, 0.1608], [4.9457, 3.6887, 0.0880], [3.9396, 4.6335, -0.0864], [2.6253, 4.2078, -0.1820], [2.2623, 2.8520, -0.1093], [0.5317, 2.5110, -0.2484], [5.3908, 1.6048, 0.2961], [5.9844, 3.9938, 0.1659], [4.1736, 5.6912, -0.1473], [1.8316, 4.9352, -0.3182], [-5.4008, 2.7469, -0.0018], [-4.0603, 3.0963, 0.0639], [-3.0847, 2.1101, 0.1288], [-3.4464, 0.7707, 0.1121], [-4.7918, 0.4155, 0.0509], [-5.7619, 1.4024, -0.0051], [-2.3700, -0.1779, 0.1877], [-2.6982, -1.3164, -0.0532], [-1.6450, -2.2913, -0.0565], [-2.1320, -3.5992, -0.0467], [-1.2537, -4.6701, -0.0280], [0.1132, -4.4183, -0.0412], [0.5814, -3.1078, -0.0643], [-0.2741, -2.0077, -0.0765], [-6.1637, 3.5156, -0.0426], [-3.7666, 4.1384, 0.0696], [-2.0316, 2.3691, 0.1851], [-5.0594, -0.6320, 0.0496], [-6.8073, 1.1237, -0.0490], [-3.2079, -3.7519, -0.0394], [-1.6265, -5.6866, -0.0140], [0.8169, -5.2465, -0.0451], [1.6529, -2.9403, -0.0760]], "forces_ev_per_angstrom": [[0.5, 0.2, 0.0], [-0.2, 0.0, 0.0], [0.0, 0.2, 0.0], [-0.1, 0.0, 0.0], [0.0, -0.1, 0.0], [-0.1, 0.0, 0.0], [0.0, -0.1, 0.0], [0.2, 0.0, 0.0], [0.0, -0.4, 0.0], [-0.1, 0.0, 0.0], [0.0, 0.0, 0.0], [0.0, 0.0, 0.0], [0.0, 0.0, 0.0], [0.0, 0.0, 0.0], [0.0, 0.0, 0.0], [0.2, 0.0, 0.0], [-0.1, 0.2, 0.2], [0.0, -0.1, 0.0], [0.1, 0.0, 0.0], [0.3, 1.9, 0.2], [-0.3, -1.8, -0.5], [0.1, -0.5, 0.1], [-0.1, 0.0, 0.0], [0.1, 0.1, 0.0], [0.0, 0.0, 0.0], [0.0, 0.0, 0.0], [-0.4, 0.5, 0.0], [0.0, 0.0, 0.0], [0.0, 0.0, 0.0], [-0.1, 0.0, 0.0], [0.0, 0.0, 0.0], [0.0, 0.0, 0.0], [0.1, 0.0, 0.0], [0.0, 0.0, 0.0], [-0.1, 0.1, 0.0], [0.0, 0.0, 0.0]], "nbo_charge": [1.38, -0.56, -0.16, -0.23, -0.24, -0.26, -0.22, -0.19, -0.54, 0.21, 0.19, 0.19, 0.20, -0.22, -0.21, -0.22, 0.17, -0.24, -0.22, -0.21, -0.18, 0.12, -0.22, -0.25, -0.21, -0.25, -0.53, 0.20, 0.21, 0.25, 0.23, 0.20, 0.21, 0.20, 0.20, 0.21]}



[4]
{"formula": "C35H32BCoN3O2P2S5Se2", "method": "wB97M-V/def2-TZVPD", "multiplicity": 5, "de_lowest_kcal_mol": 21.5, "total_charge": -1, "energy_ha": -10552.00026, "s_squared": 6.0370, "symbols": ["Co", "S", "C", "S", "C", "C", "S", "S", "S", "Se", "P", "C", "C", "C", "C", "C", "C", "C", "C", "C", "C", "C", "C", "C", "C", "N", "N", "N", "P", "Se", "C", "C", "C", "C", "C", "C", "C", "C", "C", "C", "C", "C", "H", "H", "H", "H", "H", "H", "H", "H", "H", "H", "H", "H", "H", "H", "H", "H", "H", "H", "H", "H", "C", "C", "C", "O", "B", "O", "C", "C", "C", "H", "H", "H", "H", "H", "H", "H", "H", "H", "H", "H", "H"], "coordinates": [[2.7275, 0.8533, 0.3245], [6.9507, -1.9148, 5.4878], [6.0826, -1.1953, 4.2945], [6.3342, -1.4798, 2.6136], [5.1131, -0.4035, 1.9658], [4.3632, 0.2843, 2.9392], [3.1595, 1.4114, 2.6222], [4.8005, -0.0765, 4.5898], [4.9275, -0.2139, 0.3183], [-1.8566, -3.7157, -2.6114], [-1.2734, -3.2338, -0.6492], [-0.2987, -4.5995, 0.0668], [-0.8388, -5.4368, 1.0374], [-0.1240, -6.5409, 1.4902], [1.1332, -6.8096, 0.9780], [1.6764, -5.9770, 0.0057], [0.9654, -4.8825, -0.4524], [-2.6454, -3.0464, 0.5274], [-2.3756, -2.5995, 1.8212], [-3.3749, -2.6123, 2.7803], [-4.6506, -3.0553, 2.4470], [-4.9299, -3.4652, 1.1513], [-3.9254, -3.4629, 0.1881], [-0.2577, -1.7655, -0.3522], [-0.4343, -0.3673, -0.4179], [0.6716, 0.1651, 0.1207], [1.4723, -0.8369, 0.4876], [0.9453, -2.0009, 0.2062], [-1.7027, 0.8178, -0.9660], [-0.9161, 2.6720, -1.5795], [-2.5710, 0.0624, -2.3703], [-3.9464, -0.0694, -2.5235], [-4.4792, -0.4996, -3.7326], [-3.6459, -0.7870, -4.7998], [-2.2724, -0.6422, -4.6590], [-1.7381, -0.2247, -3.4549], [-2.7474, 1.0329, 0.5165], [-3.9055, 0.3262, 0.8224], [-4.6261, 0.6238, 1.9745], [-4.1675, 1.5867, 2.8565], [-2.9774, 2.2540, 2.5885], [-2.2805, 1.9911, 1.4217], [-1.8202, -5.2403, 1.4435], [-0.5545, -7.1864, 2.2453], [1.6947, -7.6628, 1.3375], [2.6623, -6.1784, -0.3930], [1.3931, -4.2406, -1.2118], [-1.3769, -2.2623, 2.0798], [-3.1614, -2.2708, 3.7852], [-5.4310, -3.0677, 3.1991], [-5.9263, -3.8000, 0.8902], [-4.1112, -3.8039, -0.8247], [-4.6249, 0.2037, -1.7329], [-5.5528, -0.5944, -3.8384], [-4.0653, -1.1173, -5.7426], [-1.6119, -0.8655, -5.4870], [-0.6670, -0.0980, -3.3566], [-4.2403, -0.4878, 0.2008], [-5.5339, 0.0750, 2.1897], [-4.7246, 1.8077, 3.7591], [-2.5973, 2.9935, 3.2831], [-1.3753, 2.5395, 1.1899], [3.9804, 4.6167, 0.7201], [2.9576, 4.4321, -0.3895], [1.8134, 5.4142, -0.2138], [2.4248, 3.0952, -0.2765], [3.0853, 2.2323, -1.1869], [3.8384, 3.0057, -2.0581], [3.5761, 4.4094, -1.8231], [2.6121, 4.8689, -2.9085], [4.8954, 5.1478, -1.9515], [3.4858, 4.4748, 1.6815], [4.4176, 5.6177, 0.6975], [4.7784, 3.8756, 0.6497], [1.4713, 5.3888, 0.8225], [0.9685, 5.1591, -0.8488], [2.1393, 6.4342, -0.4408], [1.6553, 4.3502, -2.8301], [3.0487, 4.6227, -3.8777], [2.4377, 5.9469, -2.8671], [5.6534, 4.7233, -1.2956], [4.7736, 6.2084, -1.7135], [5.2502, 5.0664, -2.9806]], "forces_ev_per_angstrom": [[0.2, 0.1, -0.3], [0.0, 0.0, 0.0], [0.0, 0.0, 0.0], [0.1, 0.0, -0.1], [0.0, 0.0, 0.2], [0.2, -0.1, 0.0], [-0.1, 0.1, 0.1], [-0.1, 0.1, 0.1], [0.0, -0.1, -0.1], [-0.1, 0.1, 0.0], [0.1, 0.0, 0.0], [0.0, 0.0, 0.0], [0.1, 0.0, -0.1], [0.0, 0.0, 0.0], [0.0, 0.0, 0.0], [0.0, 0.0, 0.0], [0.0, 0.0, -0.1], [0.0, 0.0, 0.0], [0.0, 0.0, 0.0], [0.0, 0.0, 0.0], [0.0, 0.1, 0.0], [0.0, 0.0, -0.1], [0.0, 0.0, 0.0], [-0.1, -0.1, 0.1], [0.0, 0.0, -0.2], [-0.1, -0.3, 0.1], [-0.3, 0.0, -0.3], [0.1, 0.2, 0.1], [0.0, 0.0, 0.0], [0.1, 0.0, 0.0], [0.1, -0.1, 0.0], [0.0, 0.1, 0.0], [0.0, 0.0, 0.0], [0.0, 0.0, 0.0], [0.0, 0.0, 0.0], [0.0, 0.0, 0.0], [0.0, 0.0, 0.1], [0.1, 0.0, 0.1], [0.1, -0.1, 0.0], [0.1, 0.0, 0.0], [0.0, 0.0, 0.0], [-0.1, 0.0, 0.0], [-0.1, 0.0, 0.0], [0.0, 0.0, 0.0], [0.0, 0.0, 0.0], [0.0, 0.0, 0.0], [0.0, 0.0, 0.0], [0.0, 0.0, 0.0], [0.0, 0.0, 0.0], [0.0, 0.0, 0.0], [0.0, 0.0, 0.0], [0.0, 0.0, 0.0], [0.0, 0.0, 0.2], [0.0, 0.0, 0.0], [0.0, 0.0, 0.0], [0.0, 0.0, 0.0], [0.0, 0.0, 0.0], [-0.1, -0.1, -0.2], [0.0, 0.0, 0.0], [0.0, 0.0, 0.0], [0.0, 0.0, 0.0], [0.0, 0.0, 0.0], [0.1, 0.0, 0.0], [-0.1, -0.1, -0.1], [0.0, 0.1, 0.1], [0.0, 0.2, -0.2], [0.2, 0.6, 0.4], [-0.1, -0.3, 0.1], [0.0, -0.1, 0.0], [-0.1, 0.0, 0.0], [0.0, 0.1, 0.0], [0.0, 0.0, 0.0], [0.0, 0.0, 0.0], [0.0, 0.0, 0.0], [0.0, 0.0, 0.0], [0.0, 0.0, 0.0], [0.0, 0.0, 0.0], [0.0, 0.0, 0.0], [0.0, 0.0, 0.0], [0.0, 0.0, 0.0], [0.0, 0.0, 0.0], [0.0, 0.0, 0.0], [0.0, 0.0, 0.0]], "mulliken_spin": [2.58, 0.11, 0.01, -0.03, 0.08, 0.15, 0.32, -0.02, 0.43, 0.00, 0.00, 0.00, 0.00, 0.00, 0.00, 0.00, 0.00, 0.00, 0.00, 0.00, 0.00, 0.00, 0.00, 0.02, 0.02, -0.03, 0.04, 0.00, 0.00, 0.01, 0.00, 0.00, 0.00, 0.00, 0.00, 0.00, 0.00, 0.00, 0.00, 0.00, 0.00, 0.00, 0.00, 0.00, 0.00, 0.00, 0.00, 0.00, 0.00, 0.00, 0.00, 0.00, 0.00, 0.00, 0.00, 0.00, 0.00, 0.00, 0.00, 0.00, 0.00, 0.00, 0.02, 0.02, 0.00, 0.01, 0.24, -0.01, 0.02, 0.00, 0.00, -0.01, 0.00, 0.00, 0.00, 0.00, 0.00, 0.00, 0.00, 0.00, 0.00, 0.00, 0.00]}



[5]
{"formula": "C5H12NS", "method": "wB97M-V/def2-TZVPD", "de_lowest_kcal_mol": 133.6, "total_charge": -1, "energy_ha": -650.46286, "symbols": ["C", "C", "S", "C", "N", "C", "C", "H", "H", "H", "H", "H", "H", "H", "H", "H", "H", "H", "H"], "coordinates": [[-0.7947, -0.1134, -1.6080], [-0.3227, 1.1809, -0.8641], [1.4057, 1.7172, -1.1421], [-2.0054, -0.8051, -0.9201], [-1.3553, -2.0770, 1.2313], [-0.0979, -2.1428, 1.4280], [1.5032, 0.0327, 2.8311], [0.0674, -0.6768, -1.7603], [-1.1603, 0.2691, -2.6317], [-0.2816, 0.9538, 0.2474], [-0.9817, 2.0268, -0.8654], [-2.4393, -1.4272, -1.6751], [-2.9403, -0.0430, -0.6182], [-1.4935, -1.4590, 0.1748], [0.6195, -1.6399, 0.5283], [1.1330, -0.3170, 1.8102], [1.8436, 1.0177, 2.8076], [0.5694, -0.0283, 3.2719], [2.3643, -0.5265, 3.1647]], "forces_ev_per_angstrom": [[-2.8, 3.6, 0.2], [1.2, -1.2, 2.3], [-0.1, -0.1, -0.6], [-0.2, 1.9, 1.1], [6.8, -1.6, 3.3], [-4.8, 1.6, -4.3], [0.2, -1.2, -2.9], [1.3, -1.5, -0.2], [0.6, -0.9, 1.1], [-0.4, -0.2, -0.9], [-0.8, 0.3, -0.7], [-0.4, -1.2, 0.1], [2.8, -1.8, -0.3], [-2.4, 2.1, -3.8], [-1.2, -1.5, 2.6], [1.6, 1.0, 1.0], [0.2, 1.8, -0.5], [-1.4, -0.3, 2.2], [-0.4, -0.8, 0.4]], "nbo_charge": [-0.46, -0.53, -0.73, -0.47, -0.44, 0.00, -0.85, 0.22, 0.20, 0.16, 0.18, 0.18, 0.19, 0.23, 0.26, 0.22, 0.22, 0.21, 0.20]}



[6]
{"formula": "CH4ClN2", "method": "wB97M-V/def2-TZVPD", "multiplicity": 3, "de_lowest_kcal_mol": 0.0, "total_charge": 1, "energy_ha": -609.75189, "s_squared": 2.0042, "symbols": ["C", "N", "N", "Cl", "H", "H", "H", "H"], "coordinates": [[-0.3333, -0.6331, 0.2188], [0.6904, -0.7549, -0.5387], [-0.8675, 0.4755, 0.5838], [-1.4433, -2.1149, 0.7281], [1.1120, 0.0504, -0.9703], [0.8290, -1.6629, -0.9709], [-0.2546, 1.2715, 0.5754], [-1.6148, 0.3871, 1.2682]], "forces_ev_per_angstrom": [[2.3, 2.5, -1.1], [0.5, -0.5, -0.9], [-0.1, 0.6, 1.0], [-3.4, -4.5, 1.3], [0.5, 0.2, -0.4], [0.5, 0.1, 0.1], [-0.4, 1.0, 0.0], [0.1, 0.6, 0.0]], "nbo_charge": [0.35, -0.72, -0.72, 0.40, 0.41, 0.43, 0.42, 0.43]}